No. 1
The following is a DFT calculation (the ωB97M-V functional and the def2-TZVPD basis) of a structure of composition C12H22Dy2I2N2O3S3 at a distorted geometry.

Element x y z (Å)
I -0.64063 -4.50271 -0.59700
I -0.30676 -3.80648 -2.95268
Dy 0.16128 1.09166 -2.13561
Dy -0.12121 -0.23215 1.27934
S 1.79321 -0.27938 -0.52133
S -1.76933 -0.06345 -0.80030
C 0.63586 1.92414 1.48631
C 3.69847 -0.80796 -1.22348
C -3.74914 0.21905 -0.68100
C 3.66624 -0.58500 -2.70370
C 4.62755 0.08340 -0.49698
C 3.79056 -2.24502 -0.83626
C -4.21404 0.04219 -2.09657
C -4.12196 1.55681 -0.12757
C -4.27230 -0.90449 0.20873
C 1.94596 2.57156 -1.95393
C -0.65012 2.99743 -1.10376
O 1.04897 2.97775 1.41841
O 2.69622 3.41770 -1.74057
O -0.88293 4.00819 -0.57678
H 3.50635 0.44791 -3.02678
H 2.92000 -1.19351 -3.21151
H 4.63041 -0.86783 -3.12310
H 4.46554 1.14032 -0.69235
H 5.63420 -0.16798 -0.79503
H 4.56177 -0.05118 0.57951
H 3.71877 -2.36390 0.24024
H 4.74334 -2.68266 -1.11968
H 3.00338 -2.82948 -1.28928
H -5.29660 0.02867 -2.18746
H -3.84397 -0.88151 -2.50755
H -3.84723 0.83367 -2.74051
H -5.21696 1.65957 -0.13225
H -3.73232 2.39377 -0.70353
H -3.79733 1.72437 0.89940
H -5.37069 -0.99940 0.21573
H -3.97431 -0.81258 1.26895
H -3.86801 -1.85311 -0.16012
N -0.21710 0.80353 4.99530
C -0.50780 -0.01440 3.99057
N 0.43514 -1.02669 3.61839
S -1.92197 0.34108 3.08135
H 0.37192 0.43359 5.77128
H -0.97026 1.46477 5.27118
H -0.01738 -1.97800 3.63907
H 1.25517 -1.01226 4.27290

Force components x, y, z for each atom (eV/Å):
I -0.380 -0.594 3.047
I 0.451 1.037 -2.904
Dy -0.748 -4.619 -1.488
Dy -0.608 -3.450 -1.101
S -0.688 0.875 -0.667
S 0.104 0.727 0.285
C 1.792 4.550 0.186
C 0.661 -0.206 -0.555
C -1.695 -0.294 0.516
C -0.749 0.209 -0.619
C -0.339 0.759 0.898
C -0.669 -0.308 0.613
C 0.647 -0.009 -0.710
C 0.479 0.958 0.354
C 0.831 -0.797 0.466
C 4.665 5.188 1.040
C -1.797 7.118 3.386
O -0.819 -2.138 0.325
O -2.790 -3.458 -0.859
O 0.887 -5.071 -2.609
H 0.164 0.180 0.292
H -0.012 -0.294 0.051
H 0.220 -0.114 0.081
H 0.086 0.086 -0.237
H 0.458 -0.137 -0.212
H 0.112 -0.147 0.103
H 0.057 -0.013 0.198
H 0.305 0.198 -0.302
H -0.162 -0.265 -0.262
H -0.176 0.059 0.342
H -0.009 -0.543 -0.183
H -0.017 0.339 -0.128
H 0.224 -0.226 -0.080
H -0.040 0.048 -0.287
H -0.027 -0.214 0.140
H 0.354 0.404 -0.356
H -0.050 0.154 -0.448
H -0.247 -0.062 0.106
N -0.295 -1.301 0.769
C -0.261 0.933 0.981
N -0.745 -0.087 1.208
S 0.373 -0.514 0.171
H -0.329 0.740 -0.608
H 0.883 -0.351 -0.147
H 0.542 0.952 0.133
H -0.641 -0.300 -0.922

Values from the calculation:
Spin multiplicity: 11
Kohn-Sham gap (alpha / beta) (eV): 3.67 / 3.97
Charge: +4
HOMO level (alpha / beta) (eV): -18.63 / -18.64
Electronic energy (a.u.): -4364.17881
<S²>: 31.02



No. 2
The following is a DFT calculation (the ωB97M-V functional and the def2-TZVPD basis) of a structure of composition C12H22F8K2NO16PS2 at a distorted geometry.

Element x y z (Å)
K -2.42838 -0.06752 -1.83865
K -3.20836 -1.54541 0.89693
N -1.61533 -0.64346 0.12439
S -0.25069 -1.33372 0.14550
O 0.09596 -2.03752 1.36110
O 0.82397 -0.95124 -0.71918
F -0.79334 -2.55804 -0.75910
S -0.96896 0.83874 0.63405
O -0.60060 1.72611 -0.48701
O -0.27980 0.88654 1.93094
F -2.32368 1.41187 1.15203
P -3.02151 -3.16519 -2.79334
F -2.83910 -4.48252 -3.62484
F -4.56479 -2.97733 -3.27752
F -3.62885 -3.95877 -1.54317
F -3.16966 -1.81685 -1.90671
F -1.49228 -3.33802 -2.16992
F -2.39664 -2.25798 -3.98679
C 1.27899 -0.09213 2.95069
C 2.16854 0.77068 2.15797
O 3.29071 0.70301 2.94030
C 2.87602 0.57907 4.29237
O 3.55766 0.74409 5.32210
O 1.56619 0.22449 4.27050
H 1.47457 -1.13777 2.71304
H 0.19821 0.04898 2.94054
H 1.66387 1.71447 1.95140
H 2.43357 0.41745 1.16143
C 1.72526 1.27019 -0.33316
O 1.80020 2.69229 -0.54343
C 2.36648 3.38002 0.45043
O 2.77053 2.92804 1.56670
O 2.41112 4.67258 -0.00454
C 2.79719 5.81109 0.75280
H 1.47873 0.78763 -1.27892
H 1.11400 0.95023 0.51069
H 2.75714 1.03365 -0.07360
H 2.73798 6.79153 0.28022
H 3.87974 5.70210 0.81850
H 2.37157 5.83697 1.75593
C 1.32097 -6.31064 -1.82916
O 0.72978 -5.46726 -0.80279
C 1.51277 -4.75647 0.05540
O 2.75318 -4.78483 -0.00376
O 0.71921 -4.15515 0.93308
C 1.33969 -3.32726 1.84594
H 1.64990 -7.24894 -1.38252
H 2.13020 -5.91497 -2.44290
H 0.51041 -6.44770 -2.54493
H 1.81733 -2.49626 1.32692
H 2.25962 -3.85245 2.10284
H 0.72168 -3.06229 2.70382
C -1.41593 3.40121 -3.30378
O -2.10268 3.93993 -2.21205
C -2.86784 3.12470 -1.55681
O -3.15935 1.96442 -1.80335
O -3.30263 3.80614 -0.55141
C -4.11813 3.19026 0.43010
H -2.03458 2.83786 -4.00235
H -0.70111 2.67664 -2.91373
H -0.77308 4.12771 -3.80082
H -3.65332 2.27372 0.79342
H -5.10117 3.00185 -0.00144
H -4.29125 3.92124 1.21991

Force components x, y, z for each atom (eV/Å):
K 2.489 5.064 -4.229
K -6.140 -4.079 2.801
N 6.830 7.369 1.703
S 3.382 -9.882 -2.333
O -6.116 6.626 -2.305
O -0.615 0.681 0.831
F 2.157 3.622 5.709
S -1.005 4.677 0.276
O -2.099 -2.340 2.221
O -4.399 2.222 -6.874
F -0.866 -0.632 0.073
P 0.877 -2.486 -0.847
F -0.200 -0.373 -0.502
F 0.845 0.588 -0.566
F 0.191 -0.465 1.035
F -2.956 -4.557 0.807
F -3.963 -2.526 -5.541
F -0.647 0.199 0.323
C -1.133 -3.381 1.269
C -1.695 -1.793 -0.335
O 1.727 1.038 3.561
C 1.875 0.487 2.145
O -2.217 -0.510 -4.123
O 2.602 0.450 1.932
H 0.438 0.020 0.735
H 2.299 -1.874 1.537
H 0.701 -0.589 1.432
H 0.317 -0.992 2.109
C 2.239 0.874 -1.696
O -0.240 0.245 0.720
C 1.341 0.776 2.660
O -0.284 4.170 -5.091
O -1.234 -0.843 -0.497
C 2.102 -0.742 1.148
H -0.002 0.906 0.334
H 0.850 0.858 -1.561
H -0.028 -0.278 -0.784
H -1.099 -0.550 -0.736
H 0.193 0.088 0.722
H -0.121 -0.126 -0.150
C -0.379 0.167 0.065
O 0.466 0.692 0.242
C 2.330 -1.986 -1.537
O -2.917 0.712 0.525
O -0.934 -1.350 -1.370
C 6.334 -2.424 1.760
H -0.118 0.042 -0.036
H 0.203 0.637 0.700
H -0.131 -0.311 0.338
H 0.529 -0.344 0.616
H -0.009 -0.733 1.110
H 0.755 -0.847 -0.014
C 1.611 -1.474 -0.711
O 0.344 0.653 -0.997
C -0.646 -0.298 0.258
O -0.652 2.629 -0.222
O -0.355 0.985 1.620
C -1.167 -0.154 -0.038
H -0.328 0.469 -0.039
H 0.108 -0.187 0.080
H -0.689 0.406 0.156
H -1.151 1.083 -0.285
H -0.028 -0.252 -0.080
H 0.428 -0.055 -0.051

Values from the calculation:
Kohn-Sham gap (eV): 7.62
HOMO level (eV): -9.40
Electronic energy (a.u.): -4865.25714



No. 3
The following is a DFT calculation (the ωB97M-V functional and the def2-TZVPD basis) of a cluster of 3 separate species, C12H22FNO3 in total at a distorted geometry.

Element x y z (Å)
O 1.59006 3.02574 3.15564
C 1.24574 2.25840 2.35782
C 0.69921 0.84818 2.58478
C 0.05117 0.44159 1.27747
C -1.46226 0.67388 1.09029
C -2.11048 1.58806 2.11824
F -3.07079 2.36632 1.51440
C 0.84900 1.28540 0.24072
N 1.23448 2.51539 0.96757
H 0.05074 0.90316 3.45505
H 1.43901 0.11577 2.87186
H 0.26768 -0.59414 1.06819
H -1.67945 1.09209 0.12113
H -1.95794 -0.27936 1.15684
H -1.42638 2.27425 2.60673
H -2.59946 1.00040 2.88734
H 1.67090 0.72043 -0.16057
H 0.30391 1.64942 -0.61063
H 0.45198 3.15632 0.84265
C -1.47315 -4.39721 2.60685
C -1.71515 -3.62977 1.32998
C -1.58538 -4.39525 0.03581
O -1.99994 -2.45335 1.34292
H -1.59757 -3.73194 3.45845
H -2.18679 -5.21824 2.69018
H -0.45868 -4.79887 2.61482
H -2.30364 -5.21621 0.01381
H -0.57543 -4.79672 -0.06104
H -1.78355 -3.72855 -0.80058
C 1.46530 0.65804 -4.75674
C 1.99300 1.56997 -3.67497
C 2.57183 2.89214 -4.11578
O 1.95355 1.25630 -2.50688
H 1.07950 -0.25357 -4.30553
H 0.66033 1.15248 -5.30269
H 2.26624 0.39950 -5.45108
H 1.81213 3.47812 -4.63556
H 3.41836 2.72536 -4.78373
H 2.91192 3.44648 -3.24378

Force components x, y, z for each atom (eV/Å):
O 0.948 2.601 2.975
C -0.566 -2.938 -2.705
C -0.370 0.003 0.514
C -0.124 0.259 -1.387
C 0.137 -0.031 1.049
C 0.347 -0.251 0.144
F -0.674 0.401 -0.348
C -0.225 0.449 1.023
N -0.482 -0.188 -0.331
H -0.264 -0.018 0.027
H 0.654 0.047 -0.008
H -0.134 -0.456 0.015
H 0.057 0.144 -0.424
H -0.202 -0.248 -0.181
H 0.234 0.147 0.028
H -0.140 -0.040 0.268
H 0.702 0.118 0.117
H -0.528 -0.406 -0.411
H 0.572 0.563 -0.222
C -0.052 0.244 0.086
C -0.017 0.067 0.007
C -0.061 0.242 -0.086
O 0.030 -0.233 0.023
H -0.003 0.004 -0.018
H 0.108 -0.099 -0.043
H -0.054 -0.139 -0.037
H 0.112 -0.099 0.034
H -0.051 -0.139 0.042
H -0.001 0.006 0.020
C -0.046 -0.136 0.214
C 0.015 -0.003 0.093
C 0.028 0.019 0.256
O 0.037 -0.011 -0.270
H 0.008 0.015 0.010
H 0.096 0.029 -0.115
H -0.055 0.100 -0.102
H 0.064 -0.037 -0.136
H -0.088 0.035 -0.121
H -0.010 -0.021 0.003

Values from the calculation:
SMILES: O=C1C[C@@H](CCF)CN1.CC(C)=O.CC(C)=O
Kohn-Sham gap (eV): 9.92
HOMO level (eV): -9.34
Electronic energy (a.u.): -850.75985



No. 4
The following is a DFT calculation (the ωB97M-V functional and the def2-TZVPD basis) of a structure of composition C12H22GaN5O7Se.

Element x y z (Å)
Ga 0.59833 -0.89715 -1.38749
C -0.78780 2.55513 -4.02250
N -0.85322 2.79958 -2.58552
C -1.76154 3.85194 -2.15453
C -0.38787 1.88670 -1.74351
O 0.28636 0.92427 -2.15043
C -0.64046 2.07557 -0.25674
O -0.44430 0.84663 0.39085
C 0.45162 0.79775 1.46472
C 1.85262 0.40748 0.99647
O 2.05022 0.13803 -0.19378
N 2.84208 0.38253 1.89140
C 2.67718 0.67575 3.30320
C 4.18380 -0.01445 1.48545
H -0.48302 3.46944 -4.52986
H -1.77096 2.24771 -4.38373
H -0.07200 1.76674 -4.22452
H -1.77633 4.62334 -2.92092
H -1.42325 4.31341 -1.22950
H -2.77257 3.45945 -2.02312
H -1.67004 2.39141 -0.09677
H 0.04082 2.85129 0.11379
H 0.08809 0.02604 2.14483
H 0.48063 1.75175 2.00005
H 1.63222 0.78314 3.57339
H 3.20740 1.59259 3.56940
H 3.09213 -0.14424 3.89077
H 4.20778 -0.15792 0.41100
H 4.45855 -0.94669 1.98125
H 4.89573 0.76131 1.77085
C -0.33733 -3.75527 2.11793
N -1.40750 -3.15196 1.35654
C -2.74335 -3.35319 1.87944
C -1.07094 -2.21613 0.41243
N 0.10716 -1.91561 0.09851
H -0.61977 -4.77405 2.38625
H -0.13688 -3.20155 3.04492
H 0.56631 -3.77241 1.51719
H -2.90146 -4.42071 2.04251
H -3.48834 -2.99529 1.17973
H -2.88112 -2.83964 2.83893
N 2.86172 -1.87798 -3.28301
C 2.01335 -1.51106 -2.59690
O -3.67386 -1.91482 -2.30715
Se -2.48282 -1.05023 -1.71620
O -2.25506 -1.62811 -0.06522
O -1.04063 -1.37139 -2.44321
O -2.71168 0.53089 -1.54717

Force components x, y, z for each atom (eV/Å):
Ga -0.028 0.037 0.045
C 0.003 -0.002 0.002
N 0.007 -0.016 -0.018
C 0.001 0.005 0.011
C -0.022 0.007 0.019
O 0.038 0.011 -0.016
C 0.002 0.002 -0.006
O -0.008 -0.004 0.002
C -0.007 -0.008 0.005
C -0.004 0.005 0.006
O 0.006 0.025 -0.003
N 0.017 -0.020 0.003
C -0.007 -0.006 0.007
C 0.002 -0.001 -0.008
H -0.003 0.002 0.003
H 0.002 -0.004 -0.003
H 0.000 0.003 -0.003
H -0.002 -0.003 -0.003
H -0.003 0.003 -0.002
H 0.001 0.002 0.003
H -0.002 -0.005 -0.001
H 0.004 -0.005 0.000
H 0.003 0.005 0.005
H 0.001 0.003 -0.005
H 0.000 0.004 -0.002
H 0.000 0.000 -0.002
H 0.000 -0.001 0.000
H 0.002 -0.002 0.001
H -0.003 0.000 0.002
H -0.001 0.003 -0.002
C -0.004 0.005 -0.020
N -0.012 -0.081 0.004
C -0.002 0.023 0.004
C 0.051 0.109 0.060
N 0.008 -0.023 -0.030
H -0.004 0.001 -0.001
H 0.020 0.000 -0.003
H 0.008 0.004 0.010
H -0.005 0.005 0.006
H -0.005 -0.010 -0.001
H -0.010 0.006 -0.008
N 0.017 0.025 0.001
C -0.026 -0.045 -0.007
O -0.149 -0.061 -0.017
Se 0.081 0.010 -0.039
O -0.025 -0.092 0.037
O 0.088 -0.032 -0.051
O -0.029 0.113 0.013

Values from the calculation:
Kohn-Sham gap (eV): 8.43
HOMO level (eV): -8.39
Electronic energy (a.u.): -5597.11273



electronic energy of number 3 (C12H22FNO3)?
-850.75985 a.u.



Among the records above, which one has the lowest electronic energy?
C12H22GaN5O7Se



What is the electronic energy in the first record?
-4364.17881 a.u.



What is the electronic energy in the third record?
-850.75985 a.u.